Record 1
A cluster of 2 separate species, C2F4O5S2 in total at a distorted geometry. Source: the Open Molecules 2025 dataset; level of theory: ωB97M-V/def2-TZVPD.

The geometry in XYZ format:
```
13
Properties=species:S:1:pos:R:3:mulliken_charge:R:1
C 2.47004 0.31512 -0.14200 0.710
C -1.08917 -0.19226 1.23264 0.019
O 2.90553 0.41071 -1.19730 -0.338
O -1.37353 -2.15563 -0.83607 -0.491
O 0.87079 -1.45978 -0.26253 -0.501
O -0.73296 0.26918 -1.03532 -0.258
O -1.59872 2.37342 0.01855 -0.480
F 3.01765 -0.35051 0.85827 -0.189
F -2.36651 -0.76810 1.52227 -0.230
F 1.54912 1.10306 0.41876 -0.195
F -3.18044 0.61476 -0.56233 -0.203
S -0.49978 -1.23442 -0.15493 1.058
S -1.65650 0.99636 -0.03316 1.098
```

Values from the calculation:
HOMO-LUMO gap	9.4078	eV
max |F|	3.8	eV/A
energy relative to the best compared isomer or geometry (same formula, charge and spin)	0.0	kcal per mole
E_HOMO	-10.97	eV

Record 2
A cluster of 2 separate species, CH9N2 in total. Source: the Open Molecules 2025 dataset; level of theory: ωB97M-V/def2-TZVPD.

The geometry in XYZ format:
```
12
Properties=species:S:1:pos:R:3:mulliken_charge:R:1
N -0.81179 0.32340 1.62432 -0.646
H -1.01787 1.31976 1.69377 0.357
H -1.62581 -0.19100 1.97203 0.369
H -0.58197 -0.02753 0.49763 0.441
H -0.02870 0.13395 2.25578 0.362
C 1.17929 0.05297 -1.03891 -0.801
N -0.20551 -0.42909 -0.82124 -0.631
H 1.84351 -0.63748 -0.52333 0.326
H 1.34475 1.02539 -0.59064 0.284
H 1.43587 0.02471 -2.08748 0.338
H -0.86263 -0.10671 -1.52644 0.287
H -0.21084 -1.44075 -0.78568 0.315
```

Values from the calculation:
HOMO-LUMO gap	11.9691	eV
max |F|	0.9	eV/A
energy relative to the best compared isomer or geometry (same formula, charge and spin)	5.9	kcal per mole
charge	+1
E_HOMO	-15.50	eV

Record 3
A cluster of 2 separate species, C3H11N2 in total at a distorted geometry. Source: the Open Molecules 2025 dataset; level of theory: ωB97M-V/def2-TZVPD.

The geometry in XYZ format:
```
16
Properties=species:S:1:pos:R:3:mulliken_charge:R:1
C -2.91658 -0.78327 0.00466 -0.216
N -2.33372 0.30330 0.27803 -0.603
H -3.01258 -1.56010 0.75739 0.291
H -3.36480 -0.97314 -0.97203 0.263
H -2.48406 1.07186 -0.36831 0.216
H -0.45749 -0.02494 0.40862 0.265
C 1.83142 0.91689 -0.83160 -1.026
C 1.72051 -0.33689 0.02502 -0.301
N 0.46196 -0.25209 0.85558 -0.315
H 1.26034 0.82864 -1.75867 0.323
H 2.85558 0.99932 -1.18403 0.326
H 1.42016 1.77375 -0.29729 0.343
H 2.54180 -0.47140 0.72217 0.349
H 1.63167 -1.22973 -0.59145 0.313
H 0.61428 0.64717 1.33632 0.386
H 0.23151 -0.90937 1.61560 0.385
```

Values from the calculation:
HOMO-LUMO gap	11.1973	eV
max |F|	2.3	eV/A
energy relative to the best compared isomer or geometry (same formula, charge and spin)	31.8	kcal per mole
charge	+1
E_HOMO	-14.40	eV

Record 4
An isolated molecule of C4H7NO2S at a distorted geometry. Source: the Open Molecules 2025 dataset; level of theory: ωB97M-V/def2-TZVPD.

The geometry in XYZ format:
```
15
Properties=species:S:1:pos:R:3:mulliken_charge:R:1
C 0.76040 -0.95009 0.19568 -0.152
C 1.22254 0.26264 -0.08791 -0.446
C -0.62658 -1.21678 0.50471 0.112
C -1.10001 -2.45861 0.58691 -0.926
N -1.22063 1.26181 -0.87938 -0.629
O -0.15534 2.13430 1.17009 -0.622
O 0.96354 2.71755 -0.96577 -0.509
S 0.05069 1.61770 -0.14699 1.000
H 1.43402 -1.80013 0.19632 0.323
H 2.24343 0.49497 -0.32626 0.435
H -1.26393 -0.36418 0.67132 0.285
H -2.13214 -2.65801 0.81184 0.283
H -0.46907 -3.31721 0.41545 0.253
H 1.33578 3.33916 -0.33408 0.344
H -1.04268 0.93687 -1.81193 0.250
```

Values from the calculation:
SMILES string	C=C/C=C\[S@@](=N)(=O)O
HOMO-LUMO gap	9.7090	eV
max |F|	1.1	eV/A
energy relative to the best compared isomer or geometry (same formula, charge and spin)	88.8	kcal per mole
E_HOMO	-9.54	eV

Record 5
A cluster of 2 separate species, C31H35BO2S2 in total at a distorted geometry. Source: the Open Molecules 2025 dataset; level of theory: ωB97M-V/def2-TZVPD.

The geometry in XYZ format:
```
71
Properties=species:S:1:pos:R:3:mulliken_charge:R:1
C 6.38240 4.60085 3.07571 -1.198
C 5.40375 3.58525 2.61535 0.542
C 5.41371 2.89222 1.41564 -0.600
C 4.27668 2.01808 1.23799 -0.952
C 3.39148 2.09516 2.29245 0.231
B 2.04514 1.14632 2.53125 1.721
C 0.74704 2.10578 2.41674 0.425
C 0.25842 2.69753 1.28161 -1.115
C -0.85134 3.56363 1.55107 -0.831
C -1.16425 3.63923 2.89824 0.646
C -2.19957 4.48023 3.53813 -1.189
S -0.11097 2.62286 3.83423 -0.219
O 2.10271 0.21799 1.44442 -0.747
C 1.91695 -1.02626 2.08464 1.495
C 0.43557 -1.27070 2.18442 -1.273
C 2.56042 -2.13314 1.26310 -2.055
C 2.55268 -0.77885 3.55876 1.816
C 1.97351 -1.65431 4.65966 -1.820
C 4.06875 -0.89690 3.51868 -1.991
O 2.17779 0.56325 3.82432 -0.763
S 4.00782 3.11188 3.55472 -0.287
H 7.19623 4.70214 2.34741 0.331
H 5.89645 5.58086 3.18686 0.257
H 6.81584 4.32168 4.04545 0.271
H 6.20346 2.99835 0.68034 0.303
H 4.16098 1.39350 0.35286 0.436
H 0.70561 2.55753 0.30589 0.523
H -1.39070 4.12821 0.78997 0.335
H -2.76558 5.00689 2.76502 0.344
H -2.87838 3.85304 4.12761 0.196
H -1.72764 5.21412 4.20314 0.276
H 0.20914 -2.27061 2.56415 -0.043
H -0.04451 -0.52773 2.83652 0.130
H -0.03126 -1.17072 1.19707 0.501
H 2.38158 -3.11179 1.73012 0.263
H 2.10721 -2.14375 0.26369 0.425
H 3.63869 -1.97672 1.15679 0.438
H 2.13358 -2.71541 4.42993 0.230
H 2.48067 -1.42516 5.60369 0.521
H 0.90353 -1.46018 4.79509 0.214
H 4.36173 -1.94995 3.40732 0.376
H 4.49813 -0.31423 2.69285 0.365
H 4.49333 -0.52297 4.45822 0.418
C -2.24914 -1.61151 2.99510 -0.209
C -3.24948 -0.57893 3.03713 1.064
C -3.53693 0.05158 4.27780 -0.202
C -4.61578 0.92037 4.39126 -0.706
C -5.41444 1.20359 3.27952 -0.351
C -5.16869 0.56535 2.06310 -0.737
C -4.10502 -0.32287 1.93114 -0.408
C -2.32278 -2.69485 2.10201 -0.739
C -1.53810 -3.85096 2.21339 -0.010
C -1.39792 -4.86402 1.20418 0.798
C -0.56959 -6.00023 1.44391 -0.369
C -0.30918 -6.91137 0.43093 -0.616
C -0.88462 -6.75032 -0.83629 -0.363
C -1.74560 -5.67218 -1.07038 -0.661
C -2.01376 -4.74240 -0.07191 -0.393
H -1.59045 -1.71108 3.86661 0.349
H -2.96673 -0.25927 5.15830 0.355
H -4.83974 1.36514 5.35865 0.409
H -6.24291 1.91273 3.36864 0.400
H -5.81902 0.74577 1.20790 0.392
H -3.97842 -0.89302 1.00661 0.412
H -3.13508 -2.68038 1.36441 0.403
H -1.05300 -4.03908 3.18436 0.407
H -0.11623 -6.11331 2.42909 0.376
H 0.35505 -7.75572 0.62135 0.379
H -0.67294 -7.47238 -1.63222 0.378
H -2.20813 -5.55226 -2.05309 0.377
H -2.66460 -3.88530 -0.26703 0.322
```

Values from the calculation:
HOMO-LUMO gap	2.4820	eV
max |F|	4.1	eV/A
energy relative to the best compared isomer or geometry (same formula, charge and spin)	21.6	kcal per mole
E_HOMO	-6.07	eV

Record 6
A cluster of 9 separate species, C23H51NO13 in total at a distorted geometry. Source: the Open Molecules 2025 dataset; level of theory: ωB97M-V/def2-TZVPD.

The geometry in XYZ format:
```
88
Properties=species:S:1:pos:R:3:mulliken_charge:R:1
O 0.62163 1.69372 0.84507 -0.451
C 0.81524 0.87888 0.05281 0.725
N 1.12442 -0.05063 -0.69825 -0.545
C 0.35236 -1.21576 -0.56903 1.487
C -0.11291 -2.02886 -1.51014 -0.190
C 0.07101 -1.91046 -2.98711 -0.649
C 1.57478 -2.11473 -3.24726 -0.004
O 2.01541 -3.22559 -3.35359 -0.466
C -0.84130 -3.14892 -0.85115 0.120
O -1.34216 -4.09252 -1.36247 -0.586
O -0.82230 -2.90029 0.51570 -0.230
C -0.05536 -1.79335 0.74933 0.465
O 0.23038 -1.42038 1.84412 -0.600
H -0.43254 -2.71040 -3.52544 0.410
H -0.27598 -0.93936 -3.34869 -0.057
H 2.21220 -1.21501 -3.28788 0.401
C -3.45495 0.50551 2.90531 -0.981
C -3.67169 0.17143 1.44154 -0.294
O -2.59002 -0.59954 0.91987 -0.252
H -2.52288 1.05702 3.03503 0.162
H -4.27670 1.10698 3.29621 0.397
H -3.37861 -0.40646 3.50200 0.304
H -3.72767 1.08113 0.84498 0.302
H -4.60534 -0.38391 1.30810 0.287
H -2.54091 -1.41352 1.43354 0.125
C -2.72100 2.92862 -3.13988 -1.109
C -2.31620 1.52190 -3.53840 -0.132
O -0.92503 1.44778 -3.84845 -0.448
H -2.49255 3.63044 -3.94269 0.271
H -3.78796 2.98263 -2.91901 0.378
H -2.16757 3.25414 -2.25533 0.302
H -2.85417 1.20720 -4.43110 0.327
H -2.54510 0.81661 -2.73079 0.160
H -0.43585 1.71443 -3.06325 0.228
C -1.11412 -4.48916 3.76092 -0.089
C -0.69789 -3.79235 5.04145 -0.316
O 0.72044 -3.67954 5.13204 -0.502
H -0.67282 -5.48536 3.70830 0.229
H -2.20014 -4.58265 3.69847 0.403
H -0.76270 -3.93007 2.89262 -0.528
H -1.02810 -4.35739 5.91224 0.344
H -1.13963 -2.79120 5.09336 0.233
H 1.02126 -3.16807 4.37298 0.271
C 1.24874 -7.07602 1.10591 -1.351
C 0.67853 -5.67424 1.00437 0.138
O 1.17484 -4.98636 -0.13990 -0.467
H 2.33736 -7.03983 1.15513 0.321
H 0.87368 -7.58920 1.99282 0.362
H 0.98202 -7.66534 0.22544 0.376
H 0.96402 -5.08290 1.87202 0.113
H -0.41570 -5.70274 0.95275 0.237
H 0.91915 -5.48479 -0.92337 0.282
C 0.24781 3.54831 -7.15172 -1.030
C 1.26847 3.78765 -6.05529 0.029
O 2.24855 2.74656 -6.04068 -0.539
H -0.24234 2.58426 -7.00846 0.280
H -0.51278 4.33157 -7.15988 0.208
H 0.73247 3.52573 -8.13152 0.376
H 0.78271 3.78779 -5.07987 0.201
H 1.76841 4.74817 -6.19572 0.173
H 2.68627 2.74790 -6.89682 0.292
C 0.17901 3.58818 4.74748 -0.731
C 0.37257 4.70688 3.73976 -0.193
O 1.13390 4.27240 2.61805 -0.482
H 1.14451 3.21576 5.09050 0.253
H -0.39230 3.93120 5.61170 0.336
H -0.35105 2.74717 4.29320 0.056
H 0.91766 5.53584 4.18870 0.292
H -0.59778 5.08138 3.39444 0.236
H 0.65649 3.54649 2.20490 0.310
C 0.17459 7.58070 -8.27609 -0.855
C 1.21100 7.79603 -7.18861 -0.251
O 2.19519 6.76369 -7.19080 -0.475
H -0.31712 6.61614 -8.14688 0.128
H -0.58243 8.36598 -8.25805 0.335
H 0.64497 7.57644 -9.26230 0.315
H 0.74315 7.78091 -6.20535 0.278
H 1.70487 8.76415 -7.31977 0.274
H 2.62609 6.77359 -8.05119 0.267
C 3.06902 -4.84108 8.33950 -0.825
C 2.11985 -4.12128 9.27756 -0.230
O 2.06181 -2.72801 8.98745 -0.521
H 4.07245 -4.41988 8.41196 0.276
H 3.11939 -5.90707 8.56852 0.307
H 2.74114 -4.72067 7.30420 0.173
H 2.45058 -4.21672 10.31100 0.293
H 1.11237 -4.54503 9.19982 0.232
H 1.75735 -2.63454 8.07819 0.299
```

Values from the calculation:
SMILES string	O=C=NC1=C(CC=O)C(=O)OC1=O.CCO.CCO.CCO.CCO.CCO.CCO.CCO.CCO
HOMO-LUMO gap	8.9629	eV
max |F|	1.3	eV/A
energy relative to the best compared isomer or geometry (same formula, charge and spin)	9.5	kcal per mole
E_HOMO	-9.89	eV

Record 7
A structure of composition C22H22F3N6O4Pd at a distorted geometry. Source: the Open Molecules 2025 dataset; level of theory: ωB97M-V/def2-TZVPD.

The geometry in XYZ format:
```
58
Properties=species:S:1:pos:R:3:mulliken_charge:R:1
Pd 0.23640 0.11261 0.50872 0.558
O 0.78814 0.30783 -1.42720 -0.697
C 1.64517 1.19393 -1.82046 0.278
C 2.59758 0.87341 -2.81614 -0.547
C 3.38963 1.84586 -3.38363 -0.368
C 3.28835 3.18745 -2.98708 -0.635
C 2.41937 3.50331 -1.96535 -0.690
C 1.62957 2.52636 -1.35010 0.558
C 0.83643 2.89300 -0.20129 -0.387
N 0.17474 2.07998 0.52585 0.607
N -0.57530 2.64127 1.57959 -0.888
C -0.80946 1.71653 2.45961 0.423
O -0.28139 0.55016 2.44985 -0.838
C -1.81855 2.01481 3.52570 0.453
C -2.38181 3.28088 3.66301 -0.173
C -3.44026 3.48040 4.53469 -0.591
C -3.95142 2.41539 5.26943 -0.351
C -3.37183 1.16064 5.15678 -0.657
C -2.30118 0.96327 4.29322 -0.404
H 2.66290 -0.16320 -3.12052 0.431
H 4.11099 1.56569 -4.14308 0.346
H 3.89196 3.95230 -3.45676 0.378
H 2.33926 4.52934 -1.61943 0.321
H 0.82254 3.93638 0.10910 0.343
H -1.99113 4.09046 3.06093 0.439
H -3.87611 4.46676 4.63618 0.371
H -4.80400 2.56480 5.92067 0.376
H -3.75899 0.33056 5.73456 0.377
H -1.83916 -0.00873 4.18095 0.452
C -2.83097 -1.62174 -0.84363 -0.782
N -4.29618 -1.71139 -0.96996 0.057
C -4.89400 -1.19995 0.26517 -0.648
N -4.50182 0.18330 0.53965 0.122
C -3.03337 0.23241 0.62695 -0.627
N -2.38439 -0.24938 -0.60143 0.652
C -2.83972 0.59407 -1.70146 -0.749
N -4.30508 0.56479 -1.85592 -0.006
C -4.70780 -0.83043 -2.06666 -0.733
C -4.90425 1.01659 -0.59500 -0.700
H -2.38237 -1.97751 -1.77315 0.180
H -2.48640 -2.25124 -0.02431 0.407
H -4.57417 -1.82784 1.09880 0.315
H -5.98270 -1.25006 0.17766 0.367
H -2.70061 -0.38143 1.46532 0.044
H -2.73976 1.27113 0.78821 0.299
H -2.38147 0.24896 -2.63016 0.325
H -2.51858 1.62038 -1.51049 0.269
H -4.25770 -1.18951 -2.99453 0.342
H -5.79607 -0.87077 -2.16154 0.336
H -5.99285 0.99007 -0.69122 0.346
H -4.59027 2.04456 -0.40356 0.346
F 2.50328 -4.41327 0.55873 -0.264
C 1.24181 -3.98240 0.44069 0.718
F 0.49305 -4.71213 1.29156 -0.266
F 0.83411 -4.29184 -0.80935 -0.266
C 1.09242 -2.46503 0.68685 0.713
O 2.09981 -1.77471 0.72077 -0.639
O -0.11257 -2.07834 0.79432 -0.640
```

Values from the calculation:
HOMO-LUMO gap	7.4800	eV
max |F|	1.5	eV/A
energy relative to the best compared isomer or geometry (same formula, charge and spin)	18.1	kcal per mole
charge	-1
E_HOMO	-4.94	eV